A cluster of 2 separate species, C3H4Cl2 in total. Source: the Open Molecules 2025 dataset; level of theory: ωB97M-V with the def2-TZVPD basis set.

XYZ file:
```
9
Properties=species:S:1:pos:R:3:forces:R:3:nbo_charge:R:1
C -0.792445 -0.088429 -0.115402 -0.7005 1.0345 0.5183 -0.391
C -1.842763 0.552220 0.483957 2.4324 -1.6521 -0.6927 -0.390
C 2.076337 -0.611988 -0.756076 -0.0667 -1.8574 -0.7548 -0.131
Cl 3.242768 -1.828429 -0.258637 -0.2931 1.0251 0.0558 0.017
Cl 2.352426 0.913076 -0.207226 0.8757 0.8060 0.6871 0.117
H -0.391631 -1.125163 0.083994 -1.0631 1.2032 -0.1519 0.208
H -0.165135 0.487120 -0.830043 -0.7461 -0.5585 0.5122 0.191
H -2.031008 1.591730 0.363303 -0.0518 0.6636 -0.6231 0.191
H -2.448546 0.109863 1.236131 -0.3869 -0.6645 0.4492 0.188
```
Positions in Å, forces in eV/Å.

## Properties
Energy above the lowest of the compared OMol25 structures with the same formula, charge and spin ... 85.4 kcal/mol
M ... 110.97 g mol⁻¹
E_tot ... -1036.93572 a.u.
HOMO level ... -0.3491 Eh